Record 1
This record from the OMol25 dataset describes a structure of composition C10H14ORuSSe4. The level of theory is ωB97M-V with the def2-TZVPD basis set.

The maximum force is 0.14 eV/Å. As for the gap between HOMO and LUMO (alpha / beta): 6.47 / 5.64 eV. Its energy is -10563.4810 hartree. As for the multiplicity: 5. The expectation value of S² is 6.04. The calculation puts the HOMO energy (alpha / beta) at -0.284 / -0.304 Ha.

Element x y z (Å)
Ru1 0.93 -0.12 -0.04
Se1 -1.13 -0.82 1.14
Se2 -2.86 0.06 -0.05
Se3 -2.06 1.57 -1.61
Se4 0.19 1.80 -1.40
S1 1.83 0.95 1.73
C1 0.60 1.82 2.68
C2 0.36 1.41 3.98
C3 -0.58 2.07 4.75
C4 -1.29 3.14 4.23
C5 -1.04 3.56 2.93
C6 -0.09 2.90 2.15
H1 0.91 0.57 4.39
H2 -0.76 1.75 5.77
H3 -2.02 3.66 4.83
H4 -1.58 4.40 2.51
H5 0.10 3.22 1.14
C7 1.41 -3.46 -2.55
C8 0.72 -2.10 -2.48
C9 -0.79 -2.27 -2.39
C10 1.10 -1.24 -3.68
O1 1.20 -1.47 -1.30
H6 1.10 -4.00 -3.44
H7 1.15 -4.06 -1.67
H8 2.49 -3.33 -2.58
H9 -1.17 -2.80 -3.26
H10 -1.27 -1.29 -2.34
H11 -1.06 -2.83 -1.49
H12 0.79 -1.72 -4.61
H13 2.18 -1.09 -3.71
H14 0.62 -0.27 -3.62

=====

Record 2
This record from the OMol25 dataset describes the ion C3H4N3 with charge +1 in a non-equilibrium geometry. The level of theory is ωB97M-V with the def2-TZVPD basis set.

The maximum force is 5.65 eV/Å. As for the gap between HOMO and LUMO (alpha / beta): 7.49 / 7.49 eV. As for the total charge: +1. Its energy is -280.4485 hartree. The relative energy (zero: lowest compared OMol25 entry of this formula, charge and spin) is 113.34 kcal per mole. The calculation puts the HOMO energy (alpha / beta) at -0.594 / -0.594 Ha.

Element x y z (Å)
C1 -0.40 1.16 0.05
C2 -0.07 -0.12 0.00
C3 1.40 -0.54 -0.10
N1 -2.61 0.72 -0.03
N2 -1.12 -1.01 -0.15
N3 -2.10 -0.30 -0.20
H1 -0.44 2.10 0.49
H2 2.00 0.17 0.56
H3 1.77 -0.70 -1.10
H4 1.58 -1.48 0.48